{"formula": "H4N", "method": "ωB97M-V with the def2-TZVPD basis set", "elements": ["N", "H", "H", "H", "H"], "positions_angstrom": [[0.019, -0.010, -0.042], [-0.209, 0.302, -1.041], [-0.825, -0.360, 0.418], [0.747, -0.768, 0.052], [0.269, 0.836, 0.613]], "atomic_forces_ev_per_a": [[2.813, -3.648, -6.447], [0.795, 0.586, -0.269], [-3.662, 0.090, 3.998], [0.724, -0.245, -0.450], [-0.669, 3.217, 3.168]], "mulliken_charge": [-0.149, 0.526, 0.511, 0.515, 0.596], "multiplicity": 2, "homo_lumo_gap_ev": [23.24, 9.15], "total_charge": 2, "homo_ev": [-36.337, -35.837], "largest_force_ev_per_a": 7.9, "total_energy_ha": -55.936824}

---

{"formula": "H4N2", "method": "ωB97M-V with the def2-TZVPD basis set", "elements": ["N", "N", "H", "H", "H", "H"], "positions_angstrom": [[0.558, 0.327, -0.318], [-0.601, -0.179, 0.333], [1.217, -0.284, -0.380], [0.246, 0.483, -1.350], [-0.517, 0.032, 1.312], [-0.646, -1.264, 0.312]], "atomic_forces_ev_per_a": [[-5.904, 5.069, -2.664], [-0.318, -2.652, 0.210], [5.264, -4.901, -0.128], [0.796, -0.062, 2.427], [0.022, 0.284, 0.331], [0.140, 2.263, -0.175]], "mulliken_charge": [-0.428, -0.441, 0.181, 0.244, 0.237, 0.207], "homo_lumo_gap_ev": 11.10, "homo_ev": -9.794, "largest_force_ev_per_a": 8.2, "total_energy_ha": -111.843710}

---

{"formula": "H4N2O2", "method": "ωB97M-V with the def2-TZVPD basis set", "elements": ["H", "N", "N", "H", "O", "O", "H", "H"], "positions_angstrom": [[1.018, -0.385, 0.162], [1.803, -0.398, -0.529], [2.806, 0.227, -0.162], [2.672, 0.644, 0.784], [-1.766, -0.725, -0.204], [-1.891, 0.684, -0.274], [-1.816, -0.852, 0.746], [-2.825, 0.806, -0.522]], "atomic_forces_ev_per_a": [[0.332, 0.090, -0.203], [0.111, 0.088, 0.082], [-0.563, -0.141, 0.284], [0.093, -0.031, -0.218], [0.028, -0.303, -0.093], [-0.296, 0.664, -0.156], [-0.025, -0.267, 0.286], [0.319, -0.100, 0.017]], "mulliken_charge": [0.194, -0.133, -0.260, 0.205, -0.351, -0.337, 0.345, 0.336], "homo_lumo_gap_ev": 10.11, "homo_ev": -9.380, "largest_force_ev_per_a": 0.7, "total_energy_ha": -262.213631}

---

{"formula": "H4N2O2S", "method": "ωB97M-V with the def2-TZVPD basis set", "elements": ["N", "N", "O", "O", "S", "H", "H", "H", "H"], "positions_angstrom": [[0.992, 1.053, 0.748], [-1.389, -0.887, -0.452], [0.619, 1.809, -1.616], [-0.407, -1.777, 0.048], [-0.218, 1.488, -0.437], [1.781, 0.412, 0.612], [0.524, 0.904, 1.665], [-1.407, -0.966, -1.549], [-0.495, -2.038, 0.979]], "atomic_forces_ev_per_a": [[-1.904, 0.431, 0.915], [0.261, -0.479, -0.066], [-0.904, -0.061, 0.121], [0.004, 0.253, -2.143], [2.745, -0.945, 0.475], [-0.783, 0.164, -0.615], [0.637, 0.075, -0.906], [0.922, -0.386, 2.479], [-0.977, 0.947, -0.258]], "mulliken_charge": [-0.491, -0.330, -0.467, -0.340, 0.494, 0.255, 0.265, 0.271, 0.344], "homo_lumo_gap_ev": [8.10, 9.10], "homo_ev": [-8.128, -9.431], "largest_force_ev_per_a": 2.9, "total_energy_ha": -660.412044}

---

{"formula": "H4N2OS", "method": "ωB97M-V with the def2-TZVPD basis set", "elements": ["N", "N", "O", "S", "H", "H", "H", "H"], "positions_angstrom": [[-0.452, -1.018, -0.444], [1.583, -1.577, 1.081], [-1.099, 1.903, -0.552], [0.929, -0.598, 0.090], [-1.039, -0.335, -0.777], [-0.543, 1.772, 0.314], [1.082, -2.298, 1.539], [-0.460, 2.151, -1.251]], "atomic_forces_ev_per_a": [[2.453, -2.278, 2.033], [0.696, 2.347, -1.326], [1.833, -0.205, 1.896], [-0.837, -1.726, 0.636], [-1.256, 2.365, -1.343], [-1.522, 0.584, -2.638], [-0.996, -0.960, 0.020], [-0.371, -0.126, 0.722]], "mulliken_charge": [-0.504, -0.459, -0.683, 0.350, 0.367, 0.332, 0.257, 0.340], "homo_lumo_gap_ev": 9.49, "homo_ev": -9.940, "largest_force_ev_per_a": 3.9, "total_energy_ha": -585.260356}

---

{"formula": "H4N2S2", "method": "ωB97M-V with the def2-TZVPD basis set", "elements": ["N", "N", "S", "S", "H", "H", "H", "H"], "positions_angstrom": [[-0.351, 1.271, -0.049], [0.092, -0.089, -0.252], [-1.035, -1.344, -0.017], [1.738, -0.353, 0.109], [-1.054, 1.252, 0.805], [-0.801, 1.628, -1.002], [-1.120, -1.587, 1.369], [2.531, -0.778, -0.963]], "atomic_forces_ev_per_a": [[-1.937, 0.037, -0.366], [-0.200, 0.040, -0.264], [-0.106, -0.257, 0.420], [0.943, -0.073, 0.988], [1.627, 0.284, -2.707], [0.796, -1.118, 2.977], [0.461, 0.624, -1.020], [-1.585, 0.462, -0.029]], "mulliken_charge": [-0.463, -0.069, -0.131, -0.123, 0.269, 0.258, 0.133, 0.127], "homo_lumo_gap_ev": 9.37, "homo_ev": -8.767, "largest_force_ev_per_a": 3.3, "total_energy_ha": -908.174719}

---

{"formula": "H4N2S2", "method": "ωB97M-V with the def2-TZVPD basis set", "elements": ["N", "N", "S", "S", "H", "H", "H", "H"], "positions_angstrom": [[-1.557, 1.218, -0.144], [1.802, -1.251, 0.165], [-1.731, -0.300, -0.733], [2.323, 0.060, -0.736], [-0.761, 1.399, 0.511], [-2.429, 1.453, 0.237], [1.326, -0.942, 1.052], [1.027, -1.638, -0.352]], "atomic_forces_ev_per_a": [[1.617, -0.343, 0.973], [-1.732, 1.241, 0.920], [0.454, -0.813, -0.546], [0.410, 0.077, 0.161], [-0.899, -0.140, -1.057], [-1.120, 1.273, 0.629], [1.229, -0.422, -0.755], [0.040, -0.873, -0.326]], "mulliken_charge": [-0.395, -0.452, -0.132, -0.097, 0.258, 0.272, 0.270, 0.277], "homo_lumo_gap_ev": [7.58, 7.72], "homo_ev": [-8.772, -8.991], "largest_force_ev_per_a": 2.3, "total_energy_ha": -908.187372}

---

{"formula": "H4N3O", "method": "ωB97M-V with the def2-TZVPD basis set", "elements": ["N", "N", "N", "O", "H", "H", "H", "H"], "positions_angstrom": [[0.365, -1.122, 0.365], [0.238, 1.181, 0.409], [-0.267, -0.018, 0.844], [-2.020, -0.027, -0.075], [-0.321, -1.826, 0.910], [0.114, -1.194, -0.601], [0.539, 1.026, -0.534], [-0.605, 1.758, 0.410]], "atomic_forces_ev_per_a": [[-1.430, -2.331, 2.434], [0.377, 0.075, 0.291], [-3.506, 0.984, 1.273], [2.208, -0.087, 0.869], [2.344, 1.323, -2.149], [-0.400, -0.334, -1.209], [0.077, 0.456, -1.182], [0.331, -0.085, -0.328]], "mulliken_charge": [-0.566, -0.492, -0.144, -0.926, 0.323, 0.267, 0.217, 0.320], "homo_lumo_gap_ev": [7.72, 8.20], "total_charge": -1, "homo_ev": [-2.254, -2.761], "largest_force_ev_per_a": 3.9, "total_energy_ha": -241.716139}

---

{"formula": "H4N3P", "method": "ωB97M-V with the def2-TZVPD basis set", "elements": ["N", "N", "N", "P", "H", "H", "H", "H"], "positions_angstrom": [[-0.273, 0.133, -0.710], [1.946, -0.701, -0.557], [-1.125, -0.775, -0.430], [1.214, 0.510, -0.071], [-1.638, -1.200, -1.227], [-1.088, -1.443, 0.344], [1.335, 1.050, 1.370], [1.398, 1.761, -0.623]], "atomic_forces_ev_per_a": [[0.176, 1.123, -0.569], [1.885, -3.060, -0.814], [-1.384, -1.938, -0.261], [-1.169, 3.051, 2.748], [0.569, 0.775, 0.589], [0.524, 0.613, 0.164], [-0.408, -1.151, -1.346], [-0.193, 0.587, -0.512]], "mulliken_charge": [-0.300, -0.456, -0.169, 0.280, 0.261, 0.242, 0.066, 0.077], "homo_lumo_gap_ev": [8.78, 7.94], "homo_ev": [-9.153, -8.692], "largest_force_ev_per_a": 4.3, "total_energy_ha": -507.819378}

---

{"formula": "H4N4O2", "method": "ωB97M-V with the def2-TZVPD basis set", "elements": ["N", "N", "N", "N", "O", "O", "H", "H", "H", "H"], "positions_angstrom": [[0.536, 0.787, -0.780], [-0.035, 1.469, -0.009], [0.243, -1.764, -0.695], [-0.547, -0.717, -0.862], [-1.273, -0.531, 0.296], [0.966, -1.769, 0.612], [-1.861, 0.135, 0.454], [0.397, 2.300, 0.175], [1.038, -1.880, -1.404], [0.187, -1.762, 1.222]], "atomic_forces_ev_per_a": [[-0.417, -2.087, -0.755], [-2.194, -1.974, 0.298], [1.923, -2.223, 1.093], [0.225, 4.225, -0.834], [2.840, -5.647, 0.802], [-1.226, 0.276, -0.510], [-2.035, 3.294, -1.165], [1.899, 3.312, 0.472], [-1.972, 0.914, 1.168], [0.957, -0.089, -0.570]], "mulliken_charge": [-0.054, -0.201, -0.152, 0.060, -0.456, -0.434, 0.354, 0.218, 0.317, 0.346], "homo_lumo_gap_ev": 8.85, "homo_ev": -8.009, "largest_force_ev_per_a": 6.4, "total_energy_ha": -371.646285}

---

{"formula": "H4NO2P2", "method": "ωB97M-V with the def2-TZVPD basis set", "elements": ["N", "O", "O", "P", "P", "H", "H", "H", "H"], "positions_angstrom": [[1.851, 1.024, 0.308], [-1.501, 0.812, -1.341], [-1.969, 0.697, 1.164], [-0.865, -1.912, -0.072], [-1.162, 0.280, -0.003], [1.572, 2.007, 0.265], [1.984, 0.744, -0.667], [-0.208, -1.896, 1.144], [0.299, -1.756, -0.799]], "atomic_forces_ev_per_a": [[-1.146, -0.551, 0.166], [0.560, -0.245, -0.452], [0.450, -0.305, 0.642], [-0.745, 0.234, -0.102], [0.027, 0.843, -0.223], [-0.025, -0.040, -0.182], [-0.108, 0.201, -0.046], [0.359, -0.102, 0.597], [0.627, -0.036, -0.399]], "mulliken_charge": [-0.667, -0.557, -0.588, -0.154, 0.611, 0.113, 0.113, 0.073, 0.056], "homo_lumo_gap_ev": [7.94, 6.14], "total_charge": -1, "homo_ev": [-4.353, -2.695], "largest_force_ev_per_a": 1.3, "total_energy_ha": -890.360023}

---

{"formula": "H4NO2PS", "method": "ωB97M-V with the def2-TZVPD basis set", "elements": ["N", "O", "O", "P", "S", "H", "H", "H", "H"], "positions_angstrom": [[-1.721, -0.158, -0.528], [1.320, 1.387, -0.148], [0.439, -1.413, -0.737], [-0.613, -0.811, 0.343], [-0.131, -1.432, 2.144], [-2.430, 0.256, -0.045], [1.890, 0.833, 0.368], [0.154, -0.871, -1.558], [1.092, 2.210, 0.162]], "atomic_forces_ev_per_a": [[2.931, -1.563, -0.361], [-0.207, -3.095, -2.547], [-1.366, 1.955, -0.852], [0.947, -1.397, -0.151], [-0.754, 0.973, -1.591], [-2.599, 1.501, 1.585], [0.431, 0.387, 0.860], [0.863, -1.341, 1.291], [-0.247, 2.580, 1.766]], "mulliken_charge": [-0.700, -0.613, -0.483, 0.838, -0.313, 0.249, 0.338, 0.388, 0.296], "homo_lumo_gap_ev": 9.89, "homo_ev": -9.808, "largest_force_ev_per_a": 4.0, "total_energy_ha": -947.188240}

---

{"formula": "H4NO2SSi", "method": "ωB97M-V with the def2-TZVPD basis set", "elements": ["N", "O", "O", "Si", "S", "H", "H", "H", "H"], "positions_angstrom": [[0.836, -0.888, -0.053], [-1.558, -1.577, -0.443], [-0.959, 1.032, 0.150], [0.724, 0.723, 0.194], [-2.152, 0.021, 0.296], [-0.686, -1.346, -0.288], [1.671, -1.330, -0.456], [1.093, 1.527, 1.497], [1.032, 1.837, -0.896]], "atomic_forces_ev_per_a": [[1.877, -0.016, -0.004], [-6.054, 2.004, 0.228], [0.604, 0.782, -0.383], [-0.277, 1.841, -0.282], [-0.716, -3.274, -0.467], [4.782, 0.016, 0.510], [-0.572, 0.338, 0.371], [0.040, -0.786, -0.622], [0.316, -0.906, 0.649]], "mulliken_charge": [-0.684, -0.603, -0.245, 0.139, 0.049, 0.542, 0.107, -0.155, -0.151], "homo_lumo_gap_ev": 7.33, "total_charge": -1, "homo_ev": -3.497, "largest_force_ev_per_a": 6.4, "total_energy_ha": -895.322853}

---

{"formula": "H4NO2SSi", "method": "ωB97M-V with the def2-TZVPD basis set", "elements": ["N", "O", "O", "Si", "S", "H", "H", "H", "H"], "positions_angstrom": [[1.100, 0.076, 0.356], [3.272, 1.349, 0.533], [3.257, -1.115, 0.135], [-0.374, -0.024, -0.436], [2.761, 0.184, -0.267], [1.230, -0.521, 1.291], [-1.118, 1.142, -1.035], [-0.462, -0.825, -1.715], [-1.252, -0.855, 0.667]], "atomic_forces_ev_per_a": [[0.892, -1.432, 2.863], [-0.064, -1.139, -0.400], [0.865, -1.531, 0.885], [-1.645, -1.744, 0.321], [-0.546, 2.925, -0.779], [-0.683, 1.706, -2.628], [0.298, 0.226, 0.782], [0.315, -0.175, 0.335], [0.567, 1.165, -1.377]], "mulliken_charge": [-0.270, -0.603, -0.583, 0.225, 0.375, 0.271, -0.143, -0.142, -0.130], "homo_lumo_gap_ev": 7.76, "total_charge": -1, "homo_ev": -3.804, "largest_force_ev_per_a": 3.3, "total_energy_ha": -895.343659}

---

{"formula": "H4NOP2", "method": "ωB97M-V with the def2-TZVPD basis set", "elements": ["N", "O", "P", "P", "H", "H", "H", "H"], "positions_angstrom": [[-0.179, -0.543, -0.591], [-0.510, -1.614, 0.161], [-1.155, 0.551, 0.184], [1.599, 0.431, 0.070], [-0.772, 1.538, -0.844], [-2.396, 0.122, -0.263], [2.365, -0.656, -0.065], [1.047, 0.171, 1.348]], "atomic_forces_ev_per_a": [[-0.419, -2.602, 1.203], [0.654, -0.667, -0.930], [-0.478, 2.696, -0.287], [1.040, 2.517, 0.273], [-1.150, 0.123, 0.574], [-0.775, 0.033, -0.665], [0.880, -1.806, -0.159], [0.249, -0.293, -0.009]], "mulliken_charge": [-0.243, -0.484, -0.060, -0.110, 0.010, -0.006, -0.052, -0.054], "multiplicity": 3, "homo_lumo_gap_ev": [5.38, 7.35], "total_charge": -1, "homo_ev": [-0.552, -3.610], "largest_force_ev_per_a": 2.9, "total_energy_ha": -814.914372}

---

{"formula": "H4NOPS2", "method": "ωB97M-V with the def2-TZVPD basis set", "elements": ["N", "O", "P", "S", "S", "H", "H", "H", "H"], "positions_angstrom": [[-1.278, -0.420, 0.017], [0.639, 0.098, -1.524], [0.184, 0.518, 0.011], [0.215, 2.378, 0.512], [1.416, -0.534, 1.416], [-1.772, -0.254, 0.904], [-1.817, -0.249, -0.794], [1.584, 0.232, -1.734], [0.829, -1.770, 1.194]], "atomic_forces_ev_per_a": [[1.489, 1.151, 0.920], [-0.308, 0.775, 0.080], [-1.839, -3.774, -3.011], [-0.177, 2.925, 0.433], [2.585, -2.367, 2.834], [0.051, -0.089, -0.790], [-1.107, 0.035, -0.811], [-0.609, 0.061, 0.445], [-0.085, 1.283, -0.101]], "mulliken_charge": [-0.580, -0.532, 0.659, -0.201, -0.411, 0.275, 0.248, 0.351, 0.192], "multiplicity": 3, "homo_lumo_gap_ev": [4.72, 5.66], "homo_ev": [-4.181, -9.326], "largest_force_ev_per_a": 5.2, "total_energy_ha": -1270.012964}

---

{"formula": "H4NP", "method": "ωB97M-V with the def2-TZVPD basis set", "elements": ["N", "P", "H", "H", "H", "H"], "positions_angstrom": [[-0.227, -0.420, 0.746], [0.349, -0.446, -0.799], [0.302, -0.332, 1.622], [-1.234, -0.349, 0.763], [1.819, 1.847, -0.898], [-1.009, -0.301, -1.435]], "atomic_forces_ev_per_a": [[-0.789, 0.040, 0.923], [0.260, 0.476, -1.494], [-0.508, -0.103, -0.964], [0.235, 0.113, 0.927], [-0.488, -0.532, -0.026], [1.290, 0.007, 0.635]], "mulliken_charge": [-0.390, -0.016, 0.244, 0.245, -0.095, 0.012], "homo_lumo_gap_ev": [9.30, 7.12], "homo_ev": [-9.238, -7.249], "largest_force_ev_per_a": 1.6, "total_energy_ha": -398.359461}

---

{"formula": "H4NPSi", "method": "ωB97M-V with the def2-TZVPD basis set", "elements": ["N", "Si", "P", "H", "H", "H", "H"], "positions_angstrom": [[-1.095, 0.373, 0.469], [0.669, 0.510, 0.103], [-2.527, 0.000, 0.117], [0.794, 1.850, 0.276], [1.364, -0.414, 1.069], [0.787, 0.006, -1.275], [0.007, -2.325, -0.761]], "atomic_forces_ev_per_a": [[1.301, -0.019, 0.059], [-2.642, -3.275, 0.316], [-0.008, -0.053, -0.091], [0.966, 2.704, 0.262], [-0.060, 0.582, -0.376], [0.474, 0.159, -0.142], [-0.032, -0.097, -0.028]], "mulliken_charge": [0.000, 0.278, -0.071, -0.099, -0.052, -0.069, 0.014], "homo_lumo_gap_ev": [10.71, 5.93], "homo_ev": [-10.737, -6.687], "largest_force_ev_per_a": 4.2, "total_energy_ha": -687.829221}

---

{"formula": "H4O2", "method": "ωB97M-V with the def2-TZVPD basis set", "elements": ["O", "H", "H", "O", "H", "H"], "positions_angstrom": [[1.152, -0.700, 0.923], [0.432, -0.013, 0.769], [1.785, -0.381, 0.332], [-1.042, 0.640, -0.805], [-1.647, 1.108, -1.342], [-1.453, -0.235, -0.705]], "atomic_forces_ev_per_a": [[-3.067, 0.876, 0.999], [1.098, -1.360, 0.455], [1.941, 0.532, -1.498], [0.639, -1.348, 0.939], [-0.928, 0.961, -0.880], [0.317, 0.339, -0.014]], "mulliken_charge": [-0.640, 0.335, 0.306, -0.626, 0.294, 0.331], "homo_lumo_gap_ev": 11.93, "homo_ev": -11.211, "largest_force_ev_per_a": 3.3, "total_energy_ha": -152.867754}

---

{"formula": "H4O2", "method": "ωB97M-V with the def2-TZVPD basis set", "elements": ["O", "H", "H", "O", "H", "H"], "positions_angstrom": [[-0.976, -0.034, 0.613], [-1.328, 0.578, 1.274], [-0.575, -0.760, 1.129], [1.085, 0.335, -1.194], [0.405, 0.474, -0.552], [1.388, -0.593, -1.270]], "atomic_forces_ev_per_a": [[0.076, -0.369, 0.706], [0.065, -0.152, -0.140], [-0.328, 0.543, -0.346], [1.707, -0.316, -1.440], [-0.740, -0.665, 0.719], [-0.780, 0.959, 0.501]], "mulliken_charge": [-0.702, 0.333, 0.334, -0.657, 0.400, 0.292], "homo_lumo_gap_ev": 11.41, "homo_ev": -10.812, "largest_force_ev_per_a": 2.3, "total_energy_ha": -152.869024}